Entry 1:
Molecular formula: C49H65BrN2O18
Method: DFT, the ωB97M-V functional and the def2-TZVPD basis

The geometry in XYZ format:
```
135
C49H65BrN2O18, DFT the ωB97M-V functional and the def2-TZVPD basis
C -1.64 -1.61 2.00
C -3.08 -1.25 1.59
C -3.69 -0.12 2.43
C -2.82 1.15 2.46
C -3.39 2.34 1.61
C -2.72 2.26 0.24
C -3.42 1.66 -0.87
C -4.84 1.21 -0.69
C -5.82 2.43 -0.53
C -7.01 2.33 -1.48
C -8.17 1.61 -0.80
O -9.22 1.24 -1.68
C -2.76 1.51 -2.08
C -3.38 0.81 -3.27
C -3.07 -0.68 -3.19
C -1.82 -1.16 -3.59
C -1.50 -2.51 -3.46
C -2.42 -3.40 -2.92
C -2.05 -4.87 -2.76
C -3.68 -2.94 -2.55
C -3.99 -1.59 -2.68
C -1.43 2.01 -2.25
N -0.82 1.90 -3.46
C 0.40 2.34 -3.53
C 1.07 2.92 -2.44
C 2.49 3.37 -2.58
C 3.41 2.21 -2.25
O 3.06 1.07 -2.29
N 0.50 3.09 -1.27
C -0.77 2.62 -1.17
C -1.43 2.72 0.08
C -0.62 3.32 1.19
C 0.43 2.32 1.66
O 0.54 1.23 1.28
Br 1.65 2.95 3.05
H -1.51 -2.68 2.06
H -0.93 -1.22 1.27
H -1.42 -1.20 2.98
H -3.12 -1.00 0.53
H -3.70 -2.14 1.71
H -3.87 -0.51 3.43
H -4.67 0.14 2.03
H -2.71 1.44 3.50
H -1.85 0.93 2.04
H -3.18 3.29 2.08
H -4.46 2.26 1.53
H -4.91 0.53 0.16
H -5.19 0.65 -1.54
H -5.26 3.32 -0.80
H -6.15 2.46 0.50
H -7.35 3.33 -1.75
H -6.72 1.80 -2.38
H -8.59 2.27 -0.05
H -7.78 0.72 -0.29
H -8.88 1.17 -2.58
H -4.46 0.94 -3.29
H -2.99 1.22 -4.20
H -1.06 -0.50 -3.99
H -0.52 -2.85 -3.76
H -1.03 -4.90 -2.40
H -2.65 -5.28 -1.96
H -2.17 -5.41 -3.69
H -4.42 -3.62 -2.15
H -4.97 -1.26 -2.35
H 0.92 2.24 -4.47
H 2.67 3.58 -3.64
H 2.72 4.23 -1.97
H 4.45 2.46 -1.96
H -1.22 3.58 2.05
H -0.05 4.18 0.84
C -4.35 -9.54 -1.73
C -2.93 -9.07 -1.54
C -2.18 -9.73 -0.40
O -1.23 -8.72 -0.04
C -1.78 -7.52 -0.36
O -1.36 -6.47 0.00
O -2.89 -7.69 -1.13
H -4.94 -8.77 -2.24
H -4.37 -10.45 -2.33
H -4.83 -9.75 -0.78
H -2.37 -9.15 -2.47
H -1.68 -10.65 -0.68
H -2.82 -9.92 0.46
C 4.60 0.30 0.48
C 5.76 -0.57 0.07
C 6.21 -1.58 1.10
O 7.59 -1.75 0.76
C 8.02 -0.59 0.21
O 9.16 -0.32 0.02
O 6.97 0.21 -0.08
H 4.61 1.24 -0.07
H 3.65 -0.20 0.29
H 4.64 0.55 1.55
H 5.56 -1.04 -0.89
H 5.68 -2.53 1.03
H 6.14 -1.20 2.12
C 10.98 0.10 2.34
C 10.94 0.66 3.74
C 11.94 1.75 4.03
O 12.14 1.61 5.45
C 11.93 0.31 5.75
O 12.21 -0.20 6.79
O 11.35 -0.33 4.71
H 10.58 -0.91 2.31
H 10.39 0.72 1.67
H 12.00 0.06 1.96
H 9.93 0.97 4.00
H 11.58 2.75 3.79
H 12.90 1.58 3.53
C -6.86 -1.32 6.21
C -7.45 -0.20 5.38
C -8.39 -0.63 4.28
O -8.25 0.44 3.34
C -7.00 0.95 3.49
O -6.47 1.70 2.73
O -6.43 0.48 4.62
H -5.91 -1.01 6.66
H -7.54 -1.62 7.00
H -6.65 -2.20 5.59
H -7.92 0.54 6.04
H -9.42 -0.73 4.60
H -8.06 -1.56 3.80
C 7.88 4.78 -3.14
C 6.57 5.20 -3.78
C 6.65 6.41 -4.68
O 5.31 6.93 -4.59
C 4.83 6.59 -3.38
O 3.84 7.02 -2.89
O 5.63 5.66 -2.79
H 7.69 4.23 -2.22
H 8.45 4.16 -3.82
H 8.48 5.65 -2.88
H 6.12 4.35 -4.30
H 6.90 6.17 -5.71
H 7.34 7.17 -4.30
```

The calculation puts the frontier orbital gap at 8.17 eV. The molar mass is 1049.96 u. As for the structure (SMILES): CCCCCc1c(CCCCO)c(Cc2ccc(C)cc2)c2ncc(CC=O)nc2c1CC(=O)Br.C[C@@H]1COC(=O)O1.C[C@@H]1COC(=O)O1.C[C@@H]1COC(=O)O1.C[C@@H]1COC(=O)O1.C[C@@H]1COC(=O)O1.


Entry 2:
Molecular formula: C35H52F15N3O19
Method: DFT, the ωB97M-V functional and the def2-TZVPD basis

The geometry in XYZ format:
```
124
C35H52F15N3O19, DFT the ωB97M-V functional and the def2-TZVPD basis
C -4.94 -3.15 2.79
C -3.80 -2.22 2.40
O -3.77 -1.19 3.38
C -2.71 -0.39 3.33
O -1.89 -0.37 2.47
C -2.52 0.45 4.62
F -2.20 1.70 4.30
F -3.62 0.42 5.39
F -1.56 -0.11 5.34
H -5.89 -2.62 2.81
H -4.74 -3.49 3.80
H -5.12 -3.99 2.13
H -3.84 -1.76 1.41
H -2.91 -2.86 2.41
C 4.82 3.76 2.68
C 5.17 4.03 1.21
O 4.12 3.47 0.43
C 4.28 2.26 -0.07
O 5.30 1.65 -0.12
C 2.97 1.76 -0.74
F 3.21 1.46 -2.02
F 2.49 0.74 -0.05
F 2.03 2.72 -0.73
H 4.88 2.70 2.94
H 3.78 4.07 2.75
H 5.49 4.29 3.36
H 6.12 3.63 0.86
H 5.29 5.11 1.10
C -2.90 5.04 0.24
C -3.48 3.65 0.43
O -4.37 3.61 1.55
C -5.14 2.58 1.80
O -5.08 1.54 1.22
C -6.14 2.87 2.94
F -6.19 4.17 3.26
F -7.36 2.52 2.52
F -5.78 2.19 4.02
H -3.70 5.76 0.04
H -2.20 5.02 -0.60
H -2.37 5.38 1.13
H -2.67 2.93 0.51
H -4.03 3.39 -0.48
C 7.87 -0.01 2.85
C 6.41 0.35 2.94
O 5.61 -0.78 2.61
C 4.33 -0.74 2.85
O 3.72 0.18 3.32
C 3.62 -2.00 2.29
F 4.42 -2.65 1.44
F 3.28 -2.84 3.27
F 2.48 -1.61 1.71
H 8.00 -0.66 1.98
H 8.20 -0.63 3.69
H 8.61 0.78 2.71
H 6.22 1.09 2.16
H 6.23 0.80 3.92
C -1.09 -4.75 0.18
C -0.19 -5.58 1.10
O 0.18 -6.80 0.44
C -0.71 -7.77 0.44
O -1.80 -7.69 0.90
C -0.24 -9.04 -0.35
F -0.89 -8.92 -1.54
F 1.04 -9.05 -0.65
F -0.67 -10.13 0.24
H -0.47 -4.30 -0.59
H -1.67 -3.98 0.69
H -1.85 -5.35 -0.31
H -0.64 -5.82 2.06
H 0.77 -5.10 1.29
C -0.81 7.57 -3.45
O -1.22 6.27 -3.09
C -0.49 5.24 -3.44
O 0.43 5.21 -4.20
O -1.01 4.17 -2.82
C -0.55 2.89 -3.23
H -1.43 8.31 -2.95
H -0.80 7.72 -4.52
H 0.21 7.76 -3.10
H 0.44 2.70 -2.82
H -0.55 2.74 -4.31
H -1.24 2.13 -2.85
C -0.20 -1.37 -3.68
O 1.09 -1.36 -4.27
C 1.36 -0.33 -5.06
O 0.68 0.66 -5.15
O 2.44 -0.61 -5.77
C 2.90 0.32 -6.74
H -0.50 -2.37 -3.37
H -1.02 -1.16 -4.38
H -0.34 -0.60 -2.93
H 3.96 0.23 -6.94
H 2.78 1.35 -6.39
H 2.31 0.15 -7.64
C -4.13 0.25 -1.34
O -5.05 -0.85 -1.42
C -4.58 -2.07 -1.34
O -3.42 -2.38 -1.25
O -5.62 -2.90 -1.28
C -5.36 -4.27 -1.07
H -4.73 1.13 -1.51
H -3.39 0.15 -2.14
H -3.69 0.21 -0.35
H -4.37 -4.54 -0.69
H -5.52 -4.83 -1.99
H -6.05 -4.67 -0.32
C 0.70 1.83 2.45
C 0.98 1.76 3.89
N 1.19 1.69 5.01
H 0.67 0.78 2.16
H 1.40 2.45 1.90
H -0.27 2.30 2.29
C 4.54 -1.45 -3.29
C 3.64 -1.73 -2.16
N 2.95 -2.01 -1.29
H 4.90 -0.43 -3.26
H 3.96 -1.68 -4.18
H 5.39 -2.13 -3.22
C -0.23 -1.12 -0.11
C -0.82 0.22 -0.22
N -1.33 1.24 -0.29
H -0.74 -1.90 -0.65
H -0.02 -1.38 0.93
H 0.77 -1.06 -0.56
```

The relative energy (zero: lowest compared OMol25 entry of this formula, charge and spin) comes out at 0.0 kJ/mol. The calculation puts the frontier orbital gap at 11.16 eV. The molar mass is 1103.77 u. As for the structure (SMILES): CCOC(=O)C(F)(F)F.CCOC(=O)C(F)(F)F.CCOC(=O)C(F)(F)F.CCOC(=O)C(F)(F)F.CCOC(=O)C(F)(F)F.COC(=O)OC.COC(=O)OC.COC(=O)OC.CC#N.CC#N.CC#N.


Entry 3:
Molecular formula: C21H45I2NO2PS
Method: DFT, the ωB97M-V functional and the def2-TZVPD basis

The geometry in XYZ format:
```
73
C21H45I2NO2PS, DFT the ωB97M-V functional and the def2-TZVPD basis
C 0.62 -2.02 1.76
O 0.28 -2.83 0.65
C -0.90 -3.52 0.87
C -1.47 -4.08 -0.49
P -1.42 -5.98 -0.33
S -0.25 -6.89 -1.56
C -0.62 -3.57 -1.62
C -1.27 -3.85 -2.98
C -0.39 -3.43 -4.15
C 0.84 -4.29 -4.28
O 1.52 -4.60 -3.42
I 1.28 -5.00 -6.28
C -2.61 -3.08 -2.99
C -3.50 -3.67 -1.93
I -5.29 -2.45 -1.83
N -2.90 -3.61 -0.56
H 1.58 -1.56 1.60
H 0.66 -2.64 2.66
H -0.11 -1.23 1.94
H -0.71 -4.32 1.58
H -1.62 -2.84 1.34
H -1.04 -6.29 1.00
H -2.79 -6.33 -0.41
H -0.51 -2.49 -1.57
H 0.36 -4.00 -1.54
H -1.50 -4.90 -3.10
H -0.11 -2.38 -4.04
H -0.97 -3.54 -5.05
H -3.11 -3.13 -3.94
H -2.35 -2.05 -2.76
H -3.83 -4.66 -2.18
H -3.04 -2.67 -0.19
H -3.46 -4.23 0.03
C -2.80 0.35 2.89
C -3.01 1.86 2.97
C -2.09 2.64 2.02
C -0.59 2.47 2.31
C -0.15 2.87 3.71
C -0.39 4.34 4.03
H -1.79 0.08 3.19
H -3.49 -0.17 3.55
H -2.97 -0.01 1.87
H -2.87 2.20 4.00
H -4.05 2.09 2.70
H -2.36 3.70 2.06
H -2.28 2.32 0.99
H -0.04 3.07 1.58
H -0.30 1.43 2.12
H 0.92 2.66 3.81
H -0.65 2.25 4.46
H 0.14 4.98 3.32
H -0.02 4.58 5.03
H -1.45 4.60 4.00
C 3.15 1.89 0.78
C 2.64 2.35 -0.58
C 3.75 2.79 -1.54
C 4.56 3.99 -1.06
C 3.75 5.25 -0.78
C 3.03 5.80 -2.01
H 3.66 2.70 1.31
H 2.32 1.56 1.41
H 3.85 1.06 0.68
H 1.91 3.16 -0.45
H 2.09 1.52 -1.05
H 3.31 3.00 -2.51
H 4.43 1.95 -1.69
H 5.32 4.22 -1.82
H 5.12 3.72 -0.16
H 4.43 6.02 -0.40
H 3.02 5.07 0.01
H 3.74 6.03 -2.81
H 2.50 6.72 -1.77
H 2.30 5.09 -2.40
```

The charge is +1. The calculation puts the frontier orbital gap at 8.09 eV. The molar mass is 660.45 u.


Entry 4:
Molecular formula: C4H8O3
Method: DFT, the ωB97M-V functional and the def2-TZVPD basis

The geometry in XYZ format:
```
15
C4H8O3, DFT the ωB97M-V functional and the def2-TZVPD basis
C -1.51 0.89 -1.14
C -1.25 -0.11 -0.06
C -0.62 0.17 1.07
O -0.42 -0.77 2.05
H -1.19 0.51 -2.11
H -2.58 1.15 -1.22
H -0.96 1.83 -0.95
H -1.60 -1.13 -0.21
H -0.24 1.17 1.28
H 0.51 -0.72 2.32
O 2.23 -0.53 1.11
C 2.07 -0.22 -0.05
O 1.78 -1.08 -1.03
H 2.16 0.80 -0.45
H 1.64 -1.95 -0.62
```

The relative energy (zero: lowest compared OMol25 entry of this formula, charge and spin) comes out at 141.8 kJ/mol. The calculation puts the frontier orbital gap at 9.67 eV. The molar mass is 104.10 u. As for the structure (SMILES): C/C=C/O.O=CO.